The following is a quantum chemistry calculation of C17H36NNaO3PS as an isolated structure in a non-equilibrium geometry, from the Open Molecules 2025 dataset.

As for the net charge: -1. For the LUMO energy, the calculation gives -0.456 eV. Its max |F| is 6.7 eV/A.

XYZ file:
```
60
Properties=species:S:1:pos:R:3:mulliken_charge:R:1
C -2.03 -3.03 0.07 -0.9512
C -0.56 -3.36 0.65 0.0997
C 0.11 -4.64 -0.03 0.4024
C -0.06 -4.74 -1.61 -0.8947
C 0.41 -3.45 -2.44 -0.3760
C 1.74 -2.75 -1.91 0.0588
C 1.90 -1.29 -2.60 -1.0568
C 0.70 -0.37 -2.01 0.9805
C 1.06 1.16 -1.97 -1.4222
P 0.05 2.27 -0.77 0.5713
C -1.50 1.17 -0.80 0.0173
C -2.87 1.79 -0.26 -1.0965
C -3.11 1.57 1.32 -0.1412
S -4.41 2.74 1.95 -0.3396
C 0.79 1.42 0.81 0.2223
C 2.04 2.21 1.41 -0.3596
O 3.06 2.31 0.67 -0.6011
N 2.14 2.77 2.74 0.0761
C 2.17 4.26 2.75 -0.7925
C 1.21 2.19 3.73 -0.7101
C -0.74 3.64 0.33 0.1926
O -1.30 4.62 -0.29 -0.7534
O -0.73 3.70 1.69 -0.5821
H -2.72 -3.93 0.06 0.3462
H -1.98 -2.49 -0.93 0.1886
H -2.47 -2.26 0.80 0.2655
H 0.03 -2.40 0.55 -0.3399
H -0.67 -3.59 1.76 0.4631
H -0.32 -5.61 0.41 0.4501
H 1.24 -4.66 0.21 -0.7930
H 0.44 -5.68 -2.02 0.3384
H -1.18 -4.88 -1.85 0.2939
H 0.62 -3.79 -3.51 0.4486
H -0.48 -2.75 -2.50 0.0290
H 1.71 -2.53 -0.78 -0.1225
H 2.68 -3.40 -2.07 0.3856
H 2.92 -0.87 -2.34 0.3525
H 1.78 -1.39 -3.72 0.3183
H 0.41 -0.85 -1.03 -0.6921
H -0.16 -0.51 -2.77 0.3027
H 2.18 1.24 -1.69 0.3566
H 1.00 1.62 -3.02 0.3039
H 1.19 3.20 -0.87 0.1461
H -0.48 2.97 -1.94 0.1488
H -1.72 0.94 -1.90 0.2945
H -1.34 0.20 -0.19 -0.5740
H -3.68 1.12 -0.73 0.3799
H -3.13 2.82 -0.62 0.5113
H -3.56 0.52 1.44 0.2898
H -2.15 1.57 1.92 0.0620
H -4.31 3.86 1.15 0.1379
H -0.03 1.23 1.59 -0.1874
H 1.21 0.36 0.60 0.1050
H 1.79 4.71 3.73 0.3205
H 1.68 4.72 1.84 0.2132
H 3.28 4.56 2.69 0.2604
H 0.91 1.12 3.48 0.2880
H 1.78 2.13 4.73 0.2954
H 0.30 2.83 3.92 0.2161
Na 3.18 -4.30 0.17 0.6532
```

---

The following is a quantum chemistry calculation of C17H36NO2PPdSi as an isolated structure in a non-equilibrium geometry, from the Open Molecules 2025 dataset.

The expectation value of S² is 6.05. Its multiplicity is 5. The relative energy (zero: lowest compared OMol25 entry of this formula, charge and spin) is 174.4 kJ/mol. For the LUMO energy (spin up / spin down), the calculation gives 0.733 / -2.402 eV. Its max |F| is 4.6 eV/A.

XYZ file:
```
59
Properties=species:S:1:pos:R:3:mulliken_charge:R:1
Pd 0.44 0.50 -0.34 -0.0471
Si -0.81 -1.37 -0.98 1.5956
P 0.07 1.35 -2.47 1.2971
N -1.49 0.19 -0.35 0.4438
H 3.04 -0.70 0.65 -0.6961
C 0.73 3.02 -2.19 -1.2029
H 0.82 3.56 -3.14 0.4062
H 1.69 2.94 -1.66 0.2914
H 0.01 3.55 -1.53 0.2608
C 0.89 0.61 -3.90 -1.3178
H 0.76 1.26 -4.78 0.4513
H 0.45 -0.37 -4.12 0.2780
H 1.96 0.45 -3.72 0.2952
C -1.62 1.59 -3.04 -1.2995
H -1.62 1.99 -4.06 0.5013
H -2.15 2.29 -2.38 0.3086
H -2.18 0.64 -3.03 0.2937
C 0.50 -2.79 -1.41 -1.6259
H 1.14 -3.05 -0.56 0.1956
H 1.13 -2.59 -2.29 0.3005
H -0.10 -3.68 -1.65 0.4458
H -1.74 -2.19 -0.16 -0.4852
H -1.36 -1.26 -2.34 -0.4105
C -2.63 0.77 0.16 -0.4908
C -3.87 2.43 1.48 -0.5054
C -2.66 1.98 0.95 -0.3026
C -3.87 0.16 -0.16 0.0294
C -5.06 0.61 0.40 -0.5992
C -5.07 1.72 1.27 -0.3955
H -3.86 3.35 2.07 0.3673
H -1.74 2.51 1.18 0.3436
H -3.84 -0.74 -0.79 0.3357
H -5.99 0.08 0.14 0.3587
H -6.00 2.03 1.74 0.3901
C 3.36 0.19 0.04 1.7662
O 2.33 1.12 0.19 -0.7019
C 4.60 0.82 0.67 -1.5625
H 5.40 0.10 0.87 0.3376
H 4.27 1.24 1.63 0.3442
H 4.96 1.66 0.07 0.3922
C 3.45 -0.25 -1.43 -0.9772
H 3.35 0.60 -2.12 0.1810
H 2.63 -0.93 -1.71 -0.0292
H 4.36 -0.78 -1.72 0.5450
C -1.11 -2.48 3.59 -1.5099
C -0.88 -1.46 2.50 0.0154
O 0.24 -1.74 1.66 -0.3297
C 1.48 -1.92 2.40 -0.7257
C 1.96 -0.70 3.14 -0.8902
H -1.04 -3.52 3.23 0.3456
H -2.13 -2.36 3.99 0.4416
H -0.42 -2.33 4.43 0.2972
H -1.75 -1.41 1.85 0.1848
H -0.76 -0.46 2.94 0.3066
H 1.28 -2.76 3.09 0.4200
H 2.20 -2.27 1.64 0.4581
H 1.26 -0.38 3.92 0.3465
H 2.91 -0.93 3.64 0.4076
H 2.10 0.15 2.46 0.1255
```

---

| no. | electronic energy (Eh) |
| --- | --- |
| 1 | -1851.352806 |
| 2 | -1633.055273 |